268
Properties=species:S:1:pos:R:3 method="wB97M-V/def2-TZVPD" lumo_energy_ev=-5.1 charge=+2 total_energy_ev=-269255.97549 gap_ev=3.562 max_force_ev_per_a=10.11
S -24.0982 0.9473 24.1410
S -20.6846 3.6518 10.8067
S -25.4852 -0.6878 23.2477
S -13.9275 -1.0211 10.1274
S -21.5967 -8.9848 23.9233
S -20.3382 -6.8267 12.7758
S -18.7754 -8.5573 13.2570
S -21.1647 -7.1029 22.5124
S -19.5130 5.2047 12.1356
S -12.1105 -1.5953 8.6814
F -21.8037 2.5169 10.9517
F -15.3748 -1.6142 10.5324
F -17.8651 -9.4238 12.1986
F -20.7259 -5.5704 23.0061
F -20.1191 6.4207 12.9548
F -11.2505 -2.9839 8.6380
F -20.6534 -10.0754 24.6154
F -20.3701 -5.5059 11.8037
F -24.2969 2.3927 24.8370
F -26.9031 -1.3162 23.5750
O -14.3780 0.0217 9.2261
O -21.2726 4.4258 9.7243
O -20.3336 -7.2074 21.3413
O -22.5972 -8.7630 24.9472
O -19.2577 5.9436 10.9037
O -11.2155 -0.6736 9.3383
O -25.5062 -0.4709 21.7883
O -23.2400 0.2812 25.0767
O -19.5118 2.8813 10.4510
O -13.3815 -0.6184 11.4194
O -21.9654 -9.6837 22.7043
O -17.7076 -8.1833 14.1988
O -9.8211 4.6062 28.5230
O -20.0662 -6.2821 14.1248
O -21.6510 -7.3413 12.4150
O -24.6449 -1.7676 23.7318
O -12.4114 -1.4355 7.2650
O -22.5946 -6.8748 22.2813
O -18.3867 4.8026 12.9418
O -23.4876 1.3322 22.8825
O -14.0571 -7.8424 25.6386
O -19.7782 -9.5327 13.6841
N -28.9912 -6.3343 17.2279
N -16.9189 -0.3090 17.5961
N -20.8295 4.1327 12.2171
N -13.4184 -2.3320 9.5535
N -16.3518 -7.3957 25.9499
N -7.8768 9.2552 16.1048
N -19.1895 -7.4172 12.0210
N -6.6373 -5.0593 19.5008
N -7.7124 3.4306 26.5152
N -20.5130 -7.9152 23.8620
N -25.7173 0.5102 24.0825
N -18.7625 7.0300 24.6213
C -19.2907 -0.5021 18.1225
C -17.9627 0.1144 18.6275
C -26.7680 -2.7627 14.1596
C -26.7465 -7.6261 16.8011
C -20.1172 8.8653 25.6226
C -3.7697 9.5190 12.8754
C -8.4359 -3.1043 16.6556
C -3.6739 -2.7663 20.6684
C -16.3687 -1.6795 17.9752
C -7.3303 -3.9485 17.2857
C -29.6910 -5.2768 18.2081
C -30.7466 -7.3538 18.8330
C -9.9762 6.5778 13.9681
C -13.9161 2.1504 18.4068
C -10.8515 4.7261 29.5195
C -7.2300 3.5208 25.0543
C -30.0759 -7.4470 17.3932
C -15.8323 0.7660 17.4025
C -7.0772 9.1092 17.4063
C -7.0429 10.0765 14.9740
C -8.4666 -1.6404 17.1800
C -16.2944 -5.9029 26.1930
C -17.5406 3.3374 25.6790
C -8.5573 10.9829 17.6029
C -7.3647 -7.4262 19.8789
C -18.7635 5.5197 24.9617
C -8.9467 7.7156 14.1692
C -5.1337 -3.1720 20.4084
C -7.7626 -4.2728 18.7183
C -18.6563 9.1008 25.8887
C -15.4172 -8.2488 23.7372
C -7.9997 -6.4849 20.8987
C -17.4192 4.8672 25.3580
C -30.0825 -6.1058 19.4356
C -9.8920 3.3256 27.9034
C -5.9422 1.4626 26.4366
C -7.3250 1.9355 26.9433
C -5.2395 -4.4347 19.5878
C -8.2862 7.8374 15.6173
C -25.4177 -8.1901 17.3762
C -17.8238 7.0549 20.7143
C -19.2417 -0.2376 16.6332
C -6.9131 4.3883 27.3724
C -15.1707 -7.8062 25.1374
C -28.8402 -5.6669 15.7916
C -18.0215 7.3155 23.2761
C -5.0055 10.2174 13.5024
C -17.9715 7.7277 25.7934
C -9.3090 3.4740 26.5156
C -7.2181 10.4789 18.0920
C -27.5869 -6.7674 17.8069
C -5.8078 9.2958 14.4042
C -7.0611 -5.3331 20.9129
C -14.9425 0.9635 18.6343
C -27.7548 -3.9006 14.2043
C -18.1801 8.4462 20.1471
C -17.7367 -0.4947 16.2626
C -27.9771 -4.3998 15.6980
C -9.0830 10.1166 16.4808
C -12.9993 2.2925 19.5458
C -15.4464 -2.3099 16.8965
C -7.1234 5.8532 27.2236
C -14.6587 -3.4925 17.4278
C -6.5219 -6.5407 18.9776
C -20.1900 7.6474 24.6813
C -18.5856 6.5845 22.0354
H -4.5426 11.0244 14.0704
H -15.5317 1.0954 19.5418
H -14.8569 -1.5250 16.4228
H -20.5657 9.7364 25.1451
H -3.6709 -2.1149 21.5423
H -26.9299 -2.2055 13.2369
H -30.9032 -5.6618 19.9990
H -16.6865 5.1155 24.5901
H -19.6726 6.6095 21.9580
H -18.3376 5.5233 22.0133
H -3.1540 -2.1282 19.9538
H -6.3190 -3.5433 17.2524
H -16.9859 6.9863 23.3609
H -6.8141 -6.6706 17.9356
H -18.3124 7.2227 26.6972
H -17.7805 2.8472 24.7354
H -11.8367 4.4868 29.1192
H -10.8717 6.8049 14.5464
H -10.2035 6.5024 12.9047
H -10.8875 2.9386 27.6857
H -19.5565 5.3239 25.6835
H -3.1610 10.2126 12.2953
H -16.3087 -5.3777 25.2380
H -7.9061 -3.4041 19.3608
H -20.6916 8.6389 26.5209
H -26.4939 -7.0148 15.9347
H -17.2841 0.0676 15.4459
H -24.8040 -7.3352 17.6602
H -8.1878 5.9816 27.4205
H -8.0727 1.2802 26.4966
H -4.7682 -4.3817 18.6064
H -26.9784 -4.5318 16.1141
H -16.7791 6.9017 20.9849
H -16.4355 -8.0737 23.3901
H -6.5023 6.5781 27.7498
H -5.5052 10.8016 12.7297
H -6.9422 6.0952 26.1764
H -28.6601 -3.5126 13.7374
H -17.6373 -1.5382 15.9640
H -5.5411 -2.2984 19.8995
H -16.8873 7.6592 25.7047
H -16.6387 2.7993 25.9711
H -14.7181 -7.8909 22.9813
H -28.3713 -3.5310 16.2250
H -9.2538 -1.1300 16.6251
H -9.5488 10.5644 15.6030
H -14.4939 3.0492 18.1913
H -29.2476 -6.3394 20.0962
H -30.5508 -8.3184 19.3013
H -18.0518 9.3482 20.7456
H -18.4881 9.4132 26.9193
H -18.0743 6.2757 19.9945
H -14.0879 -3.1342 18.2844
H -6.0900 8.3832 13.8792
H -17.2877 -5.8072 26.6318
H -9.0310 -6.1705 20.7383
H -7.6408 4.4801 24.7395
H -28.8953 -4.5533 18.3858
H -7.4973 8.3524 18.0688
H -15.2437 0.5523 16.5103
H -13.9315 -3.8758 16.7120
H -10.7700 4.1209 30.4224
H -8.5615 12.0600 17.4356
H -15.2044 -9.3172 23.7009
H -3.0513 9.1103 13.5861
H -4.6297 -5.2321 20.0124
H -12.9057 3.3606 19.7420
H -15.8862 -1.4032 18.9127
H -6.1683 3.4735 24.8124
H -8.2412 -3.0335 15.5854
H -15.5595 -5.5590 26.9208
H -8.6318 -4.9293 18.7600
H -9.6468 5.6165 14.3626
H -28.3964 -6.5036 15.2520
H -27.8136 -7.4659 18.6123
H -17.6176 -0.2002 19.6124
H -20.9200 6.8772 24.9304
H -19.2318 -1.5654 18.3546
H -17.0324 5.2824 26.2887
H -9.4789 2.4886 28.4664
H -29.8464 -5.6258 15.3746
H -13.2729 1.8950 17.5647
H -5.1516 8.9712 15.2118
H -18.3485 3.1333 26.3816
H -7.3838 1.9663 28.0313
H -5.4602 -6.7690 19.0717
H -5.7680 0.4270 26.7289
H -20.3344 8.0236 23.6686
H -6.0884 8.7270 17.1527
H -19.0213 4.9857 24.0471
H -5.8899 1.3526 25.3534
H -14.3355 0.0766 18.8162
H -7.1649 4.0285 28.3700
H -16.4222 1.6746 17.2815
H -8.0761 -7.9897 19.2752
H -26.9219 -1.9972 14.9201
H -8.6002 -1.6147 18.2615
H -9.3614 -3.6723 16.7501
H -26.9959 -5.9462 18.2125
H -24.8292 -8.8576 16.7466
H -7.5186 -4.4672 21.3916
H -7.2348 -4.8170 16.6340
H -20.2019 -0.0897 18.5559
H -25.7416 -3.1190 14.2470
H -9.0617 7.5806 16.3389
H -3.9466 8.7020 12.1760
H -27.3086 -8.4868 16.4387
H -18.1989 1.1779 18.5903
H -10.8837 5.7751 29.8137
H -17.9159 8.3903 23.1284
H -12.0698 1.7422 19.3997
H -30.7492 -7.1541 16.5875
H -6.7870 11.0658 15.3532
H -19.2461 8.5682 19.9554
H -3.0708 -3.6609 20.8238
H -7.5163 -1.1623 16.9429
H -6.1488 -5.5735 21.4589
H -7.0700 10.4435 19.1713
H -7.5513 2.6682 24.4560
H -25.5873 -8.8082 18.2579
H -9.3839 4.4897 26.1272
H -13.4334 1.9681 20.4915
H -17.2483 -7.5344 25.5060
H -6.7189 -8.1972 20.2991
H -17.2072 -2.3410 18.1929
H -29.7330 -8.4745 17.2717
H -31.8022 -7.1236 18.6890
H -18.3016 9.8478 25.1785
H -7.9993 -6.9528 21.8831
H -5.5323 -3.3846 21.4003
H -6.4156 11.0741 17.6565
H -16.5177 -7.9292 26.7913
H -5.8737 4.0796 27.2602
H -15.3130 -4.3134 17.7212
H -19.8819 -0.8270 15.9768
H -17.5743 8.5488 19.2467
H -15.9890 -2.6173 16.0025
H -9.3487 10.9754 18.3524
H -19.3474 0.8355 16.4742
H -9.3594 8.6067 13.6961
H -27.4963 -4.8281 13.6934
H -9.7052 2.7197 25.8358
H -7.7511 10.1298 14.1472
H -9.7444 9.3874 16.9486
H -8.1704 7.2874 13.5351
H -30.5200 -4.7363 17.7513
H -7.3768 7.2646 15.7989
H -5.1792 2.1304 26.8365